Entry 1:
Density functional theory data (ωB97M-V with the def2-TZVPD basis set) for a 2-piece molecular cluster, C2H4O3P overall in a non-equilibrium geometry.

Structure (XYZ):
```
10
Properties=species:S:1:pos:R:3:forces:R:3:nbo_charge:R:1
C -3.064037 -1.224973 0.840175 -1.093 -1.633 0.933 0.714
C -2.136122 -0.826942 -0.024250 -2.338 -0.803 1.865 -0.769
O -3.902579 -1.720648 1.548912 2.349 1.828 -2.170 -0.515
O 2.287652 -0.487275 0.720142 0.128 1.376 1.544 -1.207
O 1.224412 -1.651313 -1.228642 0.504 -0.174 -0.977 -1.194
P 2.486042 -1.167879 -0.573090 -2.954 -1.152 1.709 1.881
H -1.337588 -1.444949 -0.261936 1.232 -1.797 -0.575 0.308
H -1.799515 0.143796 -0.064543 0.043 2.383 -0.096 0.258
H 3.319640 -0.456707 -1.302684 1.266 1.680 -2.124 -0.230
H 3.377491 -2.147300 -0.271403 0.863 -1.708 -0.109 -0.246
```
Forces are in eV/Å.

Summary:
- Total charge: -1
- Energy relative to the best compared isomer or geometry (same formula, charge and spin): 210.8 kJ/mol

Entry 2:
Density functional theory data (ωB97M-V with the def2-TZVPD basis set) for C2H4O3P as an isolated structure in a non-equilibrium geometry.

Structure (XYZ):
```
10
Properties=species:S:1:pos:R:3:forces:R:3:nbo_charge:R:1
C 0.768718 -0.298942 0.711330 4.790 0.261 -0.736 -0.079
C 0.725135 0.257355 -0.737050 -1.866 -0.899 -0.969 -0.784
O -2.177213 1.373339 -0.145095 0.384 0.224 0.096 -1.145
O -2.163331 -1.187764 -0.532258 1.612 1.677 0.450 -1.147
O -0.463680 -0.098083 1.187216 -2.977 -0.029 1.494 -0.812
P -1.423965 0.099098 -0.167387 0.800 -1.592 -1.257 2.287
H 1.151164 -1.366619 0.711153 -0.726 0.731 0.086 0.141
H 1.536437 0.276409 1.413293 -1.252 -0.931 -1.319 0.132
H 0.946924 1.362035 -0.763702 -0.058 -1.274 -0.368 0.203
H 1.099813 -0.416824 -1.677503 -0.708 1.832 2.524 0.203
```
Forces are in eV/Å.

Summary:
- Total charge: -1
- Energy relative to the best compared isomer or geometry (same formula, charge and spin): 86.9 kJ/mol

Entry 3:
Density functional theory data (ωB97M-V with the def2-TZVPD basis set) for a 2-piece molecular cluster, C2H4O3P overall in a non-equilibrium geometry.

Structure (XYZ):
```
10
Properties=species:S:1:pos:R:3:forces:R:3:nbo_charge:R:1
C 3.956941 0.225113 -0.398169 0.699 3.465 -0.279 1.062
C -0.037948 -0.112136 -1.521002 -0.350 -1.597 0.073 -1.332
O 4.052442 1.368238 -0.152570 -0.708 -0.815 0.636 -0.558
O 4.118097 -0.805584 -0.850659 -0.280 -2.704 -0.289 -0.517
O 1.383175 -0.353286 0.822023 1.693 -0.191 0.538 -1.195
P 0.116094 0.107377 0.212293 -1.454 0.246 -1.334 1.541
H 0.235730 -1.216366 -1.783788 -0.258 1.755 0.627 0.191
H -1.050887 0.052204 -1.975151 0.707 0.274 0.565 0.185
H -0.176787 1.511554 0.520880 0.017 -0.702 -0.306 -0.169
H -0.894791 -0.496311 1.067734 -0.066 0.269 -0.231 -0.208
```
Forces are in eV/Å.

Summary:
- Total charge: -1
- Energy relative to the best compared isomer or geometry (same formula, charge and spin): 248.3 kJ/mol

Entry 4:
Density functional theory data (ωB97M-V with the def2-TZVPD basis set) for one molecule with the formula C2H4O3S in a non-equilibrium geometry.

Structure (XYZ):
```
10
Properties=species:S:1:pos:R:3:forces:R:3:nbo_charge:R:1
O -1.948367 0.967424 0.283788 -0.027 -0.087 -1.219 -0.887
S -0.724126 0.298755 0.579700 1.142 -1.254 2.348 2.090
O -0.480014 0.040006 1.977764 0.052 -0.133 -0.314 -0.928
C 0.854016 0.812265 -0.127529 0.557 2.241 0.055 -0.315
O 1.213180 -0.390668 -0.682911 -3.252 -3.324 0.050 -0.528
C -0.241216 -1.215461 -0.445577 0.916 6.218 -1.598 -0.271
H 1.508826 1.152897 0.715694 -0.454 -0.380 -0.622 0.216
H 0.836387 1.588531 -0.910622 -0.444 0.020 0.414 0.201
H -0.991808 -1.099148 -1.241959 0.993 -0.452 -0.586 0.207
H -0.026878 -2.154601 -0.148349 0.517 -2.850 1.471 0.214
```
Forces are in eV/Å.

Summary:
- SMILES string: O=S1(=O)COC1
- Total charge: 0
- Energy relative to the best compared isomer or geometry (same formula, charge and spin): 257.5 kJ/mol

> Which of these has the highest energy relative to the best compared isomer or geometry (same formula, charge and spin)?

C2H4O3S

Copy entry 4 word for word.
Density functional theory data (ωB97M-V with the def2-TZVPD basis set) for one molecule with the formula C2H4O3S in a non-equilibrium geometry.

Structure (XYZ):
```
10
Properties=species:S:1:pos:R:3:forces:R:3:nbo_charge:R:1
O -1.948367 0.967424 0.283788 -0.027 -0.087 -1.219 -0.887
S -0.724126 0.298755 0.579700 1.142 -1.254 2.348 2.090
O -0.480014 0.040006 1.977764 0.052 -0.133 -0.314 -0.928
C 0.854016 0.812265 -0.127529 0.557 2.241 0.055 -0.315
O 1.213180 -0.390668 -0.682911 -3.252 -3.324 0.050 -0.528
C -0.241216 -1.215461 -0.445577 0.916 6.218 -1.598 -0.271
H 1.508826 1.152897 0.715694 -0.454 -0.380 -0.622 0.216
H 0.836387 1.588531 -0.910622 -0.444 0.020 0.414 0.201
H -0.991808 -1.099148 -1.241959 0.993 -0.452 -0.586 0.207
H -0.026878 -2.154601 -0.148349 0.517 -2.850 1.471 0.214
```
Forces are in eV/Å.

Summary:
- SMILES string: O=S1(=O)COC1
- Total charge: 0
- Energy relative to the best compared isomer or geometry (same formula, charge and spin): 257.5 kJ/mol